Record 1
DFT (ωB97M-V/def2-TZVPD) results for C25H61AsBr3CuF6N2O15P3 as an isolated structure at a distorted geometry.

The geometry in XYZ format:
```
117
Properties=species:S:1:pos:R:3:forces:R:3
Cu -17.45676 3.40994 13.86078 0.17 -0.43 1.25
O -16.28130 2.02857 16.99894 -0.24 0.40 -0.49
H -16.79532 2.22947 17.80513 0.06 0.03 -0.67
As -22.32543 4.59828 17.32556 -0.33 -1.91 -0.87
F -21.47520 4.77100 18.88572 -0.47 -0.57 -1.27
F -22.75260 6.28524 17.48765 0.11 -0.51 -0.23
F -23.16029 4.57989 15.70255 0.52 -0.01 1.60
F -22.04834 2.78105 17.15743 0.37 2.09 0.15
F -23.77845 4.04316 18.13468 0.15 0.86 -0.11
F -20.85007 4.90212 16.42270 -0.39 0.07 0.65
C -29.58429 5.76709 15.21398 -0.80 1.30 -3.59
O -29.71448 6.35661 14.07121 0.34 -2.27 4.47
N -30.54951 4.98266 15.79831 0.44 0.60 -1.29
C -30.25391 4.19522 16.98082 -0.13 0.53 1.08
C -31.67831 4.56932 14.98170 -0.61 -1.06 0.65
H -28.64997 5.81371 15.79456 -0.18 0.22 -0.08
H -29.92393 3.15667 16.95529 0.81 0.02 -1.28
H -31.11568 3.99796 17.61843 -0.59 0.96 -0.10
H -29.56112 4.81250 17.55274 0.14 -0.45 0.21
H -32.57008 4.52777 15.60710 -0.04 -0.01 0.23
H -31.98499 5.13504 14.10193 0.98 0.32 0.21
H -31.44755 3.53709 14.71836 -0.33 -0.15 -0.52
C -19.36427 -0.13220 22.20657 2.18 -1.24 0.21
O -18.64193 -0.87496 21.53671 -1.16 0.79 0.87
N -19.24284 -0.02866 23.58020 -1.31 -0.19 -0.59
C -19.92915 1.02327 24.29972 1.05 0.48 -0.31
C -18.30201 -0.75462 24.43054 -0.36 0.14 -0.91
H -20.08581 0.55209 21.73401 -0.12 -0.10 0.32
H -20.57490 1.61440 23.65037 0.05 -0.11 0.05
H -19.07297 1.61805 24.61798 -0.46 0.89 0.47
H -20.45903 0.69822 25.19509 -0.15 -0.30 -0.16
H -18.72247 -0.73147 25.43592 0.01 -0.43 -0.03
H -18.17482 -1.76174 24.03349 0.10 0.05 0.22
H -17.34076 -0.24398 24.48810 0.19 0.00 -0.18
C -17.90546 10.62597 16.25705 0.97 1.20 0.38
Br -19.64584 11.08726 15.49864 0.46 -0.97 0.36
Br -16.90159 8.97006 15.90155 -1.16 0.63 0.04
Br -17.77786 11.09533 18.19561 -0.31 -0.45 -1.02
H -17.30100 11.40254 15.78837 0.04 -0.42 0.25
C -20.17707 7.09560 9.44750 -1.63 -0.33 -0.95
C -18.94251 6.33129 8.97198 -1.06 1.00 5.66
O -18.73623 6.58881 7.70488 2.67 -0.28 -6.39
P -17.40092 5.90380 6.99794 -1.65 1.04 -2.64
O -17.38220 4.44329 7.03751 0.68 0.41 0.83
O -17.49257 6.33125 5.39368 0.30 -1.26 2.31
C -18.24383 7.38410 4.87464 -0.69 0.45 -1.70
C -18.34877 7.22044 3.27805 0.09 1.15 2.27
O -16.18964 6.82292 7.49475 -1.06 -0.50 0.95
C -14.88302 6.65290 6.98912 0.69 -1.59 -2.31
C -13.78783 6.72875 7.97040 0.35 1.14 1.67
H -20.32554 8.09623 9.04154 1.09 0.50 0.53
H -21.05827 6.69814 8.94392 -0.15 -0.86 0.00
H -20.43108 7.01682 10.50455 0.52 0.19 0.01
H -18.10655 6.78075 9.50793 0.32 -0.47 0.73
H -19.09138 5.29129 9.26242 0.33 -0.28 -0.36
H -19.23334 7.41778 5.33053 -0.20 -0.27 -0.17
H -17.79086 8.33390 5.15890 0.25 0.22 -0.35
H -18.80598 6.27538 2.98493 0.25 0.08 0.09
H -18.97361 8.05910 2.97094 -0.23 -0.12 -0.22
H -17.37198 7.41660 2.83587 0.01 -0.49 -0.04
H -14.71969 5.68726 6.51062 -0.80 -0.63 0.11
H -14.75191 7.26178 6.09460 -0.03 0.90 0.43
H -12.81354 6.74021 7.48179 -0.12 0.02 -0.11
H -13.89609 7.63599 8.56479 0.28 0.30 -0.04
H -13.77809 5.94042 8.72309 -0.22 -0.33 -0.31
C -24.36578 -1.41715 15.22613 -0.92 -1.14 0.33
C -25.51128 -1.65766 16.27167 1.88 3.02 -0.12
O -25.45335 -2.88671 16.91736 1.24 -2.47 1.46
P -24.21500 -3.18228 17.99014 -1.23 0.12 1.02
O -22.81543 -3.01432 17.59507 -0.70 -0.09 -0.39
O -24.58472 -2.23929 19.26297 0.54 -1.38 -1.62
C -25.84442 -2.42609 19.90760 0.33 0.72 0.91
C -25.74998 -1.46116 21.09507 -1.18 -0.32 -1.20
O -24.57862 -4.66643 18.55710 -2.01 4.01 -0.99
C -23.67222 -5.69094 18.55108 1.59 -0.87 1.48
C -22.62965 -5.46780 19.72551 -1.17 -0.49 -1.57
H -23.90930 -0.42904 15.28399 -0.42 0.04 -0.12
H -23.56766 -2.13458 15.41690 -0.01 0.04 0.00
H -24.80853 -1.66077 14.26034 0.43 0.36 -0.30
H -25.36182 -0.89630 17.03724 -0.11 0.28 0.19
H -26.48135 -1.40217 15.84533 -0.17 -0.91 0.02
H -26.61617 -2.14448 19.19123 -0.28 -0.05 0.22
H -26.01583 -3.43811 20.27439 0.29 -0.23 -0.38
H -25.79892 -0.48884 20.60486 0.41 0.32 0.66
H -26.66012 -1.59683 21.67929 0.14 0.15 0.38
H -24.84004 -1.64112 21.66753 -0.18 0.17 -0.07
H -24.34099 -6.50263 18.83748 0.64 -0.78 -0.52
H -23.24546 -5.72995 17.54886 0.34 -0.71 0.20
H -22.05715 -6.38279 19.87765 0.21 0.16 0.00
H -22.01242 -4.60828 19.46404 0.11 -0.14 0.29
H -23.25010 -5.28679 20.60322 0.25 0.16 0.13
C -23.54058 6.91817 25.84116 -1.38 0.19 0.10
C -23.71508 6.51525 27.31878 0.02 0.05 -2.02
O -22.37853 6.46822 27.77471 1.08 0.47 2.56
P -21.95572 7.50515 28.90249 2.26 1.15 0.61
O -20.47918 7.55416 29.23145 -3.16 -0.49 -0.27
O -22.45879 8.90847 28.28936 0.19 -1.46 0.09
C -21.95923 10.20830 28.51944 -0.40 1.40 0.20
C -21.91007 10.91062 27.19100 0.37 -0.89 -0.31
O -23.02831 7.24317 30.10974 0.65 -1.58 -2.26
C -23.17574 8.09422 31.19636 0.47 2.27 0.39
C -23.52946 7.35435 32.42858 0.54 -0.67 1.36
H -24.51162 7.27557 25.49844 -0.13 -0.18 -0.38
H -22.86888 7.76267 25.68706 0.15 -0.14 0.43
H -23.21949 6.09059 25.20861 0.01 0.01 0.18
H -24.34162 7.21148 27.87628 0.17 0.04 0.00
H -24.13015 5.51136 27.40833 -0.06 0.06 0.03
H -22.73788 10.67995 29.11890 0.26 0.25 0.41
H -20.98140 10.34403 28.98153 -0.04 -0.95 0.41
H -21.15169 10.39349 26.60318 -0.07 -0.04 -0.29
H -22.88726 10.71774 26.74829 0.10 0.72 -0.43
H -21.56491 11.94221 27.26005 -0.57 0.09 0.07
H -22.21531 8.59312 31.32584 0.10 0.24 0.38
H -23.89519 8.88300 30.97659 -0.24 0.00 -0.28
H -22.64668 6.74745 32.62972 -0.51 -1.11 -0.17
H -23.53568 7.88437 33.38102 -0.13 1.09 -0.39
H -24.50415 6.86642 32.42399 0.35 -0.52 -0.42
```
Forces are in eV/Å.

charge	-1
DFT total energy	-420388.0726	eV

=====

Record 2
DFT (ωB97M-V/def2-TZVPD) results for a 13-piece molecular cluster, C25H62BN12O30 overall at a distorted geometry.

The geometry in XYZ format:
```
130
Properties=species:S:1:pos:R:3:forces:R:3
C -2.60735 -0.48855 1.64019 -0.84 -0.18 0.13
C -4.08688 -0.96035 1.22639 0.74 0.34 0.42
O -4.90107 0.25360 1.23377 0.33 -0.38 -1.18
C -5.11704 0.69483 -0.14528 -1.45 -0.28 -0.14
C -5.61686 2.20076 -0.21493 1.09 0.58 1.22
O -5.36115 2.84151 -1.47283 -0.35 -2.04 0.28
C -5.66567 1.97552 -2.57859 -0.20 2.11 -3.04
O -6.36425 2.76679 -3.57642 -0.01 -1.29 2.13
B -6.56526 1.72373 -4.63242 1.00 2.03 -0.16
O -5.17477 1.15575 -4.69177 1.59 -0.68 0.92
C -4.42674 1.50031 -3.49533 -0.90 -0.40 0.00
C -3.25486 2.52542 -3.79609 0.88 -0.08 0.64
C -2.45151 2.98590 -2.47690 -1.10 0.94 -0.19
C -1.05343 3.68229 -2.77817 -0.31 -0.04 0.32
C 0.16294 2.68548 -3.02037 1.16 0.27 0.01
C 0.13168 1.37840 -2.12035 -1.33 1.10 -0.50
O 1.47251 0.86193 -1.81816 -1.26 -1.68 0.66
C 1.23552 -0.39428 -1.18801 -0.29 -1.38 1.60
C 0.93794 -1.67930 -2.08255 0.04 1.03 -0.29
O 1.25194 -0.54254 0.03878 0.37 1.13 -2.87
H -1.91458 -1.37173 1.80754 -0.83 1.47 -0.45
H -2.19457 0.24807 0.87995 -0.49 -1.01 0.76
H -2.72544 0.07725 2.61629 0.25 -0.74 -1.13
H -4.11060 -1.45843 0.20395 -0.02 0.59 1.25
H -4.53180 -1.68761 1.99075 0.72 1.05 -1.01
H -4.16937 0.51621 -0.75372 -1.24 0.51 0.66
H -5.98776 0.05372 -0.52444 1.76 0.88 0.26
H -6.70820 2.35584 0.05828 1.04 -0.65 -0.30
H -5.01317 2.78150 0.57180 -0.80 -0.69 -1.07
H -6.39078 1.10890 -2.44361 1.15 0.63 0.94
H -7.42630 0.89841 -4.41752 -0.33 -0.54 0.45
H -6.87115 2.41154 -5.57941 -0.06 -0.31 -0.77
H -3.92217 0.59049 -3.01199 -0.65 0.76 -0.78
H -2.48684 1.99310 -4.46533 -1.24 0.61 0.65
H -3.59324 3.46838 -4.32423 0.13 -1.25 0.52
H -2.39956 2.15074 -1.69716 0.12 0.98 -1.11
H -3.11421 3.79015 -1.99700 0.96 -1.21 -0.51
H -0.78118 4.37070 -1.90201 -0.83 -1.62 -1.71
H -1.16018 4.38696 -3.67742 0.12 -1.14 1.10
H 0.30819 2.42390 -4.12515 -0.35 0.20 1.54
H 1.11591 3.25774 -2.72253 -1.16 -0.81 -0.46
H -0.47980 0.58208 -2.65852 0.69 0.95 0.84
H -0.37948 1.65475 -1.13983 0.64 -0.54 -1.11
H 1.92836 -2.00366 -2.53607 -1.29 0.35 0.51
H 0.20259 -1.43120 -2.92354 1.14 -0.37 1.14
H 0.51243 -2.50866 -1.43381 0.64 1.33 -0.82
C 1.74133 4.01400 0.55427 0.30 -0.21 0.20
N 1.54700 5.08555 -0.45663 -0.11 -0.06 0.12
O 2.51803 5.76158 -0.75657 -0.41 -0.12 0.02
O 0.42706 5.20735 -0.91364 1.09 0.70 0.73
H 2.78179 4.01597 0.87453 -0.11 0.09 -0.11
H 1.07923 4.22938 1.39150 -0.07 -0.05 -0.17
H 1.48500 3.06613 0.08053 -0.11 0.07 0.03
C 4.24640 7.10748 -2.58911 0.06 0.06 0.18
N 5.20573 7.04263 -3.72224 -0.04 0.16 0.07
O 6.38675 7.21527 -3.47035 -0.17 -0.15 -0.29
O 4.74220 6.81998 -4.82521 0.33 0.01 0.24
H 4.79772 7.31048 -1.67418 0.01 -0.06 -0.17
H 3.54159 7.90954 -2.80120 -0.04 -0.20 -0.07
H 3.74354 6.14627 -2.53035 -0.02 0.20 -0.14
C 5.65638 1.45498 1.08903 0.01 -0.03 -0.36
N 5.40976 2.39400 2.21532 0.01 0.02 0.00
O 4.98113 3.50213 1.94028 0.04 -0.22 0.26
O 5.65459 1.98681 3.33469 -0.15 0.24 -0.27
H 5.39549 1.95028 0.15657 0.01 0.02 0.17
H 6.71321 1.19365 1.10492 -0.12 -0.10 0.10
H 5.03038 0.57858 1.24924 0.16 0.02 0.07
C -0.60030 -3.88913 3.82593 0.30 -0.13 0.12
N -1.64167 -4.06963 2.78164 -0.06 -0.09 -0.08
O -1.60343 -5.09263 2.12003 -0.09 0.31 0.04
O -2.46042 -3.17642 2.66438 0.14 -0.83 0.20
H 0.05703 -4.75558 3.81960 -0.18 0.03 -0.06
H -0.04690 -2.98307 3.58503 -0.22 0.04 0.11
H -1.10898 -3.79879 4.78411 0.10 0.18 -0.08
C -7.82439 0.98091 3.02234 0.07 -0.04 -0.31
N -8.07201 1.87390 4.18424 -0.09 0.10 -0.09
O -8.54429 2.97265 3.95756 0.13 -0.26 0.29
O -7.78265 1.43874 5.28507 -0.12 0.21 -0.20
H -8.12697 1.49556 2.11345 0.04 0.01 0.17
H -6.75830 0.75577 3.00065 -0.09 -0.08 -0.03
H -8.41609 0.07897 3.17005 0.15 0.04 0.08
C 2.85641 -5.29581 0.23449 0.20 0.02 0.35
N 2.84540 -4.40643 -0.95527 -0.04 0.05 -0.07
O 3.81681 -3.69304 -1.13068 -0.26 -0.11 -0.11
O 1.86281 -4.45429 -1.67054 0.44 -0.18 0.13
H 3.78793 -5.14566 0.77547 -0.21 0.06 -0.21
H 2.00244 -5.02642 0.85434 -0.04 -0.12 -0.17
H 2.77769 -6.32174 -0.12213 -0.17 0.11 0.00
C 6.27277 -7.87153 1.10529 -0.03 -0.05 -0.37
N 5.97424 -6.91105 2.19955 -0.02 0.00 0.18
O 5.49150 -5.83538 1.88643 0.27 -0.24 0.29
O 6.23422 -7.26916 3.33050 -0.09 0.23 -0.36
H 5.99129 -7.42005 0.15647 0.01 0.03 0.16
H 7.34134 -8.07830 1.13266 -0.12 -0.08 0.10
H 5.69113 -8.77267 1.29204 0.16 0.04 0.08
C 1.29641 0.85921 3.86976 0.35 0.18 0.00
N 0.43406 -0.18096 4.48840 -0.05 -0.01 0.08
O 0.82675 -0.69556 5.52125 -0.20 -0.02 -0.26
O -0.60541 -0.44364 3.91377 0.41 -0.02 0.34
H 2.18404 0.98948 4.48477 -0.15 -0.08 0.00
H 1.56433 0.51237 2.87220 -0.19 0.06 -0.01
H 0.71804 1.78061 3.82567 -0.03 -0.14 -0.11
C 8.35291 -4.00266 1.76386 -0.24 -0.22 0.22
N 8.61836 -2.58400 1.40949 0.00 0.22 -0.05
O 7.79583 -1.75697 1.75587 0.27 -0.12 -0.14
O 9.64368 -2.35375 0.79614 -0.31 -0.02 0.18
H 7.41102 -4.05923 2.30501 0.10 0.10 -0.10
H 8.29864 -4.56798 0.83485 0.13 0.07 0.06
H 9.17727 -4.34466 2.38759 0.01 0.03 -0.17
C -4.16821 -4.85365 6.29832 -0.21 0.30 0.07
N -2.82458 -5.48321 6.38421 0.13 0.03 0.13
O -1.95314 -4.86401 6.97386 -0.19 -0.36 -0.29
O -2.69321 -6.57217 5.85827 0.10 0.35 0.19
H -4.13757 -3.89274 6.80671 0.10 -0.14 -0.06
H -4.40338 -4.72471 5.24277 -0.02 -0.13 0.08
H -4.87620 -5.52434 6.78213 0.07 -0.02 -0.17
C -7.46057 -1.93072 -3.32962 -0.24 0.03 -0.21
N -6.54318 -1.81794 -2.16755 -0.02 -0.07 -0.19
O -7.03360 -1.53643 -1.08552 0.05 -0.40 -0.20
O -5.36175 -2.01218 -2.37826 -0.31 0.05 0.32
H -8.47566 -1.73150 -2.99446 0.18 0.04 0.05
H -7.14545 -1.19262 -4.06875 0.06 0.00 0.07
H -7.37324 -2.94412 -3.71879 0.13 0.08 0.03
C 7.49935 4.14180 -5.01245 -0.09 0.18 -0.26
N 8.44265 3.42189 -4.11816 0.13 -0.04 0.00
O 9.60571 3.34990 -4.47080 -0.27 -0.07 0.23
O 7.98084 2.95449 -3.09343 0.21 0.09 -0.25
H 8.04536 4.50212 -5.88095 0.01 -0.07 0.16
H 6.72501 3.43612 -5.30891 0.01 0.08 0.15
H 7.08120 4.97364 -4.44759 -0.02 -0.12 -0.03
```
Forces are in eV/Å.

charge	-1
ΔE to the lowest compared entry with this formula, charge and spin	300.0	kJ/mol
DFT total energy	-106878.1528	eV